{"formula": "C71H184N8O25", "method": "the ωB97M-V functional and the def2-TZVPD basis", "largest_force_ev_per_a": 5.22, "e_homo_ev": -7.27, "total_charge": 0, "orbital_gap_ev": 7.72, "species": ["C", "C", "C", "C", "C", "C", "N", "O", "C", "C", "C", "H", "H", "H", "H", "H", "H", "H", "H", "H", "H", "H", "H", "H", "H", "H", "H", "H", "H", "H", "C", "C", "O", "H", "H", "H", "H", "H", "H", "C", "C", "O", "H", "H", "H", "H", "H", "H", "C", "C", "O", "H", "H", "H", "H", "H", "H", "C", "C", "O", "H", "H", "H", "H", "H", "H", "C", "C", "O", "H", "H", "H", "H", "H", "H", "C", "C", "O", "H", "H", "H", "H", "H", "H", "C", "C", "O", "H", "H", "H", "H", "H", "H", "C", "C", "O", "H", "H", "H", "H", "H", "H", "C", "C", "O", "H", "H", "H", "H", "H", "H", "C", "C", "O", "H", "H", "H", "H", "H", "H", "C", "O", "C", "C", "N", "C", "C", "O", "C", "H", "H", "H", "H", "H", "H", "H", "H", "H", "H", "H", "H", "H", "H", "H", "C", "O", "C", "C", "N", "C", "C", "O", "C", "H", "H", "H", "H", "H", "H", "H", "H", "H", "H", "H", "H", "H", "H", "H", "C", "O", "C", "C", "N", "C", "C", "O", "C", "H", "H", "H", "H", "H", "H", "H", "H", "H", "H", "H", "H", "H", "H", "H", "C", "O", "C", "C", "N", "C", "C", "O", "C", "H", "H", "H", "H", "H", "H", "H", "H", "H", "H", "H", "H", "H", "H", "H", "C", "O", "C", "C", "N", "C", "C", "O", "C", "H", "H", "H", "H", "H", "H", "H", "H", "H", "H", "H", "H", "H", "H", "H", "C", "O", "C", "C", "N", "C", "C", "O", "C", "H", "H", "H", "H", "H", "H", "H", "H", "H", "H", "H", "H", "H", "H", "H", "C", "O", "C", "C", "N", "C", "C", "O", "C", "H", "H", "H", "H", "H", "H", "H", "H", "H", "H", "H", "H", "H", "H", "H"], "coordinates": [[26.22441, -22.10260, -12.36810], [24.82507, -21.78536, -11.78128], [23.89639, -21.30526, -12.92798], [23.27194, -22.39660, -13.78170], [22.64050, -23.46294, -12.92275], [23.63264, -24.11544, -11.85841], [24.26472, -22.97180, -11.13992], [24.87154, -23.37487, -10.04827], [22.72207, -24.95346, -10.97765], [24.62254, -24.99717, -12.58800], [24.87059, -20.58039, -10.71320], [26.92004, -22.53315, -11.64782], [26.64241, -21.14018, -12.66327], [26.12682, -22.77040, -13.22404], [23.10883, -20.62420, -12.60548], [24.60050, -20.74861, -13.54642], [24.01823, -22.89523, -14.40018], [22.64144, -21.87370, -14.50081], [22.21879, -24.21582, -13.58866], [21.83812, -22.99165, -12.35516], [22.10437, -25.57040, -11.63029], [23.25882, -25.48174, -10.18967], [22.08273, -24.29615, -10.38836], [24.23395, -25.86611, -13.11908], [25.23260, -24.56947, -13.38361], [25.20172, -25.47968, -11.80070], [23.85948, -20.27233, -10.44699], [25.45449, -19.76757, -11.14504], [25.40437, -20.96892, -9.84590], [24.60481, -22.72394, -9.39501], [23.64445, -16.22294, -14.64301], [25.11791, -16.11846, -14.41054], [25.71805, -17.42602, -14.25542], [23.13736, -15.29986, -14.92389], [23.14100, -16.57737, -13.74355], [23.32158, -17.02069, -15.31193], [25.35309, -15.51814, -13.53168], [25.57326, -15.60836, -15.25940], [26.55664, -17.30155, -13.80503], [17.42149, -17.89132, -21.04145], [17.26814, -18.37163, -19.60580], [18.02307, -17.46456, -18.85569], [18.46531, -17.66229, -21.25618], [16.95759, -16.90499, -21.03661], [16.91147, -18.43200, -21.83873], [17.60332, -19.40654, -19.53706], [16.25068, -18.18298, -19.26332], [17.83606, -16.58676, -19.19642], [15.86270, -16.54303, -9.48827], [15.37918, -16.71572, -10.90982], [16.38331, -17.33333, -11.70681], [15.33824, -15.72661, -8.99180], [16.94730, -16.51351, -9.59255], [15.68641, -17.42240, -8.86880], [15.19683, -15.71112, -11.29143], [14.41307, -17.22013, -10.89205], [16.03478, -17.39845, -12.59894], [20.77012, -14.45516, -18.17001], [22.02016, -13.55437, -18.27555], [21.83437, -12.41540, -17.51117], [20.87213, -15.33458, -18.80587], [19.78711, -14.13939, -18.51942], [20.43787, -14.78568, -17.18591], [22.16200, -13.25977, -19.31536], [22.93135, -14.06162, -17.95847], [21.31779, -12.62260, -16.72899], [16.02643, -14.85904, -17.75928], [16.80295, -14.06887, -18.78430], [17.64343, -14.87848, -19.55862], [16.67409, -15.53127, -17.19649], [15.28241, -15.56287, -18.13234], [15.55944, -14.22420, -17.00629], [17.27265, -13.27371, -18.20534], [16.08491, -13.57649, -19.44010], [18.11691, -14.25177, -20.11057], [18.65860, -22.98630, -22.71848], [18.23677, -21.84627, -21.81150], [18.35269, -20.71336, -22.55919], [18.07042, -23.23714, -23.60121], [18.67457, -23.87658, -22.08979], [19.71276, -22.92862, -22.98963], [18.92121, -21.78660, -20.96528], [17.17489, -21.86221, -21.56608], [19.13317, -20.80287, -23.11095], [17.45110, -23.93141, -10.55342], [18.64120, -23.04119, -10.62408], [19.09348, -22.68164, -9.31426], [16.77734, -23.65872, -9.74115], [17.60006, -24.98244, -10.30591], [16.85276, -23.88531, -11.46334], [18.34623, -22.12624, -11.13786], [19.31729, -23.56559, -11.29937], [18.30144, -22.42471, -8.83649], [20.85868, -19.33819, -11.49150], [19.42751, -18.91864, -11.16872], [19.00956, -18.03449, -12.20118], [20.77728, -20.00185, -12.35232], [21.23198, -19.93250, -10.65750], [21.56556, -18.54707, -11.74157], [19.34858, -18.39813, -10.21428], [18.73582, -19.75774, -11.09413], [18.06470, -17.89153, -12.10957], [18.59060, -12.18571, -15.94895], [19.50800, -12.18758, -14.70285], [20.49866, -13.16567, -14.99766], [17.86877, -11.39486, -15.74493], [17.97335, -13.08304, -15.99239], [19.05290, -12.04264, -16.92564], [18.97515, -12.51102, -13.80867], [20.00928, -11.22576, -14.59458], [21.12136, -13.29897, -14.27928], [20.88045, -19.28474, -15.27390], [19.98882, -18.44133, -16.10395], [19.46964, -19.16161, -17.13381], [21.55129, -18.73228, -14.61598], [21.44013, -19.94202, -15.93938], [20.19220, -19.95380, -14.75740], [20.49206, -17.57882, -16.54091], [19.13886, -18.04584, -15.54784], [18.87989, -18.59621, -17.63793], [16.52177, -21.68505, -18.53355], [16.52014, -22.95206, -19.20260], [15.21415, -23.25177, -19.73951], [15.15987, -24.69419, -20.28936], [15.40159, -25.75204, -19.31203], [15.63276, -27.04099, -20.04844], [16.20622, -28.12730, -19.13218], [17.47113, -27.58672, -18.70545], [18.04110, -28.13529, -17.54806], [16.04032, -20.90435, -19.12246], [17.51540, -21.37162, -18.21333], [15.87606, -21.84856, -17.67075], [15.00200, -22.48437, -20.48395], [14.49603, -23.13251, -18.92822], [15.88029, -24.80585, -21.09970], [14.21758, -24.93117, -20.78336], [16.22070, -25.56483, -18.75158], [16.41730, -26.92470, -20.79616], [14.72320, -27.36215, -20.55604], [16.35830, -29.08962, -19.62100], [15.63486, -28.33320, -18.22705], [18.31658, -29.17698, -17.71258], [17.30596, -28.05293, -16.74751], [18.90381, -27.56037, -17.21144], [19.43443, -27.38267, -13.43685], [20.54550, -27.28283, -14.35341], [20.77188, -26.05610, -15.01251], [22.12170, -26.13597, -15.77379], [22.39591, -24.94062, -16.55333], [23.67747, -25.07123, -17.30740], [24.98321, -25.37291, -16.56736], [25.03375, -26.72110, -16.12150], [26.15772, -27.06136, -15.34305], [18.49664, -26.99765, -13.83736], [19.71685, -26.82484, -12.54400], [19.34686, -28.40759, -13.07634], [20.71653, -25.17413, -14.37440], [19.94727, -25.86757, -15.69996], [21.96993, -26.97536, -16.45238], [22.93791, -26.39971, -15.10122], [21.59530, -24.68189, -17.11207], [23.89018, -24.14495, -17.84113], [23.42600, -25.71315, -18.15167], [24.98217, -24.71649, -15.69719], [25.87500, -25.26001, -17.18385], [26.06241, -28.06231, -14.92218], [26.37663, -26.39467, -14.50896], [27.02963, -27.05076, -15.99708], [19.03877, -8.57395, -12.37273], [18.96711, -10.02314, -12.17140], [17.80528, -10.40333, -11.45270], [17.82900, -11.81538, -10.83857], [18.95771, -11.99247, -9.91723], [18.90562, -13.35214, -9.36133], [19.22594, -14.45535, -10.38797], [20.30830, -14.03630, -11.18226], [20.79423, -15.06959, -12.02683], [18.18831, -8.21226, -12.95066], [19.94758, -8.35454, -12.93312], [19.16430, -8.01103, -11.44782], [16.94722, -10.23233, -12.10276], [17.65377, -9.67523, -10.65583], [17.77878, -12.53488, -11.65582], [16.87914, -11.90587, -10.31164], [19.78563, -11.84702, -10.47714], [17.95646, -13.69209, -8.94702], [19.60923, -13.62443, -8.57463], [18.42499, -14.68880, -11.08945], [19.44603, -15.38207, -9.85803], [21.12252, -15.98241, -11.52975], [21.55829, -14.67278, -12.69529], [20.01234, -15.43558, -12.69226], [13.73046, -18.65300, -17.70476], [14.72537, -17.94116, -16.91079], [15.15160, -18.60822, -15.76635], [16.37087, -17.82040, -15.19875], [15.94913, -16.62916, -14.47046], [17.06047, -15.69702, -14.20473], [16.59232, -14.30635, -13.72268], [15.78076, -13.68429, -14.74684], [15.06647, -12.50621, -14.37836], [13.93048, -19.69723, -17.94495], [13.65268, -18.12245, -18.65375], [12.78269, -18.56752, -17.17322], [15.51159, -19.61176, -15.99309], [14.32664, -18.62780, -15.05421], [17.08164, -17.65859, -16.00915], [16.88485, -18.36485, -14.40661], [15.43733, -16.06010, -15.12948], [17.51544, -15.28254, -15.10433], [17.82323, -16.06647, -13.51930], [17.37839, -13.63348, -13.37995], [15.92085, -14.34421, -12.86489], [14.18985, -12.76191, -13.78317], [14.61987, -12.08051, -15.27693], [15.74228, -11.77189, -13.94001], [18.01613, -21.80646, -14.14699], [17.04509, -22.73775, -14.60072], [17.46980, -23.87653, -15.38698], [16.25454, -24.45192, -16.16579], [15.55417, -25.50689, -15.52173], [15.00770, -25.09332, -14.22728], [13.85110, -26.08082, -13.72440], [13.15819, -25.49261, -12.59219], [13.91111, -25.42129, -11.42841], [17.50473, -20.89007, -13.85235], [18.69352, -21.55522, -14.96316], [18.55318, -22.15720, -13.26572], [17.80476, -24.68336, -14.73511], [18.30414, -23.61217, -16.03667], [16.59549, -24.78984, -17.14439], [15.56427, -23.68148, -16.50937], [14.85430, -25.89658, -16.13689], [14.62807, -24.07359, -14.29162], [15.79825, -25.12711, -13.47762], [14.35297, -27.03731, -13.57830], [13.25710, -26.28932, -14.61424], [13.17880, -25.12548, -10.67720], [14.65498, -24.62480, -11.44704], [14.36639, -26.37764, -11.17109], [22.13528, -21.29197, -21.27156], [22.34026, -19.94722, -21.00229], [21.36498, -19.47758, -20.10581], [21.37755, -17.95831, -19.88274], [22.67906, -17.42175, -19.58750], [23.06829, -17.57407, -18.15964], [24.57967, -17.62473, -18.08288], [25.22582, -18.65158, -18.77600], [25.06529, -19.95926, -18.21846], [22.94395, -21.59821, -21.93516], [21.16656, -21.58727, -21.67464], [22.24278, -21.87590, -20.35747], [21.44376, -19.97547, -19.13938], [20.33865, -19.62914, -20.44013], [20.68715, -17.67594, -19.08793], [21.02516, -17.51224, -20.81276], [23.37512, -17.98989, -20.04878], [22.65871, -18.47132, -17.69566], [22.67495, -16.71025, -17.62372], [24.79683, -17.66757, -17.01560], [24.96609, -16.70039, -18.51227], [24.03569, -20.19793, -17.95191], [25.76999, -20.04172, -17.39100], [25.42048, -20.70505, -18.92961], [20.28425, -22.61864, -18.00014], [20.54764, -23.97796, -18.36164], [19.52895, -24.57955, -19.15141], [20.08531, -25.83803, -19.91720], [19.12964, -26.32398, -20.89548], [19.63653, -27.52044, -21.60250], [18.68762, -28.11209, -22.59402], [17.83021, -29.09976, -21.98153], [16.79211, -29.68674, -22.75988], [19.38584, -22.50815, -17.39290], [20.04217, -22.03088, -18.88560], [21.10455, -22.09784, -17.50619], [19.24496, -23.83603, -19.89615], [18.62665, -24.76252, -18.56791], [20.29810, -26.59053, -19.15789], [21.01906, -25.57928, -20.41646], [18.27887, -26.58298, -20.41672], [19.90242, -28.22627, -20.81560], [20.47884, -27.22175, -22.22650], [19.25134, -28.47893, -23.45178], [18.04208, -27.32497, -22.98362], [17.19910, -30.10180, -23.68194], [16.07936, -28.90159, -23.01211], [16.25472, -30.37663, -22.10920]], "atomic_forces_ev_per_a": [[-0.26, 0.91, 0.37], [-0.27, 0.16, 0.26], [1.03, -0.28, -0.11], [1.04, 0.06, 0.05], [0.11, 0.22, 0.45], [-1.09, 1.93, -2.21], [-3.99, 0.59, -3.32], [2.58, -0.96, 3.26], [0.29, 0.71, 0.88], [0.63, -1.28, 0.13], [0.50, -1.92, -1.09], [-0.23, -0.16, 0.14], [0.28, -0.08, -0.38], [0.13, 0.21, 0.02], [0.09, -0.04, 0.37], [-0.32, 0.48, -0.25], [0.30, 0.09, -0.13], [-0.56, -0.44, 0.05], [0.08, -0.21, 0.30], [-0.27, -0.11, 0.17], [0.15, -0.32, 0.28], [0.15, -0.57, -0.42], [-0.31, 0.23, -0.26], [-0.98, -0.01, 0.14], [0.18, 0.55, 0.57], [0.79, 0.21, -0.14], [0.09, 0.01, -0.04], [-0.18, 0.10, 0.08], [0.06, 0.39, 0.20], [-0.04, -0.30, 0.59], [-1.26, -0.93, 0.82], [0.79, -0.15, -0.37], [-0.62, 0.46, -0.06], [0.36, 0.13, -0.18], [0.06, 0.24, 0.51], [0.55, 0.18, -0.64], [-0.22, 0.10, 0.14], [0.19, 0.00, -0.18], [0.06, -0.05, -0.04], [-0.75, 0.85, -0.25], [-0.40, 0.74, -1.47], [1.22, -0.77, 1.45], [0.11, -0.62, -0.19], [-0.17, 0.23, -0.20], [0.35, -0.41, 0.17], [0.09, 0.18, 0.64], [-0.47, -1.00, -0.16], [0.14, 0.59, 0.04], [0.25, -1.10, -0.09], [-0.29, 0.78, 0.32], [-0.43, -0.45, 0.80], [0.57, 0.27, -0.09], [0.11, 0.88, 0.54], [-0.16, -0.21, -0.11], [-0.09, 0.09, -0.29], [0.05, -0.43, -0.45], [-0.38, 0.26, -0.67], [-0.32, -1.12, -0.64], [-1.53, -0.82, -0.01], [0.22, 1.64, 0.19], [0.48, -0.37, 0.19], [0.31, 1.33, -0.46], [0.93, -0.09, 0.49], [0.03, 0.06, -0.04], [0.00, -0.47, 0.00], [-0.02, -0.28, 0.37], [-0.06, -1.04, 0.44], [-1.93, 0.49, 0.92], [0.44, 0.35, -0.05], [0.46, 0.13, 0.07], [-0.17, 0.26, -0.48], [-0.01, 0.17, -0.25], [0.83, -0.01, -0.33], [-0.10, 0.18, -0.18], [0.39, -0.36, -0.37], [0.20, -1.81, 1.44], [-0.06, -1.13, -1.18], [0.24, 2.98, -1.21], [-0.23, 0.56, 0.11], [-0.21, -0.51, -0.11], [0.12, 0.52, -0.26], [-0.34, -0.30, 0.59], [0.18, -0.55, 0.67], [0.07, 0.25, -0.08], [-1.66, -0.77, 0.45], [-0.78, 0.34, 0.01], [0.83, -0.52, -0.70], [-0.22, 0.58, 0.05], [0.71, -0.10, -0.31], [0.10, -0.03, -0.18], [0.04, 0.15, -0.14], [1.09, 0.33, 0.74], [-0.02, 0.03, 0.09], [-0.83, -0.95, 0.20], [0.37, 0.97, -0.23], [0.29, -0.17, -0.43], [0.30, -0.03, -0.12], [0.24, -0.01, 0.00], [-0.32, 0.25, 0.19], [0.22, 0.11, 0.30], [0.20, -0.39, -0.12], [-0.28, 0.20, 0.33], [-0.69, 0.26, 1.32], [0.27, -0.57, -1.59], [0.50, -0.65, -0.36], [-0.12, 0.30, -0.40], [0.24, -0.25, 0.06], [0.40, 0.19, 0.33], [-0.09, 0.52, 0.05], [-0.34, 0.15, 0.35], [-0.10, 0.23, 0.23], [-0.25, -0.89, -0.03], [-0.02, 2.28, 0.40], [-0.65, -2.35, -1.65], [-0.23, -0.12, 0.10], [0.40, 0.12, -0.07], [0.41, -0.06, 0.65], [0.48, 0.41, 0.23], [0.21, 0.26, 0.72], [-0.18, 0.39, -0.35], [-0.99, -0.99, 0.16], [0.15, -0.04, -0.48], [0.65, -0.47, 0.62], [0.60, 0.28, -0.08], [-0.39, -1.05, -0.45], [0.31, 0.19, 1.15], [0.57, 0.62, 0.78], [0.04, 0.49, -0.75], [-0.63, -0.21, 0.36], [0.16, 0.09, -0.35], [0.03, -0.30, -0.21], [0.09, 0.46, 0.53], [-0.26, -0.20, -0.41], [-0.31, -0.07, 0.16], [0.47, 0.38, -0.27], [-0.39, 0.46, 0.22], [0.23, 0.07, -0.23], [-0.09, 0.20, -0.49], [-0.09, 0.02, 0.13], [0.03, 0.06, -0.41], [-0.49, 0.23, 0.04], [0.13, -0.14, 0.14], [-0.08, -0.29, 0.34], [0.10, 0.07, -0.44], [1.41, 0.72, -0.03], [-0.34, -0.72, 0.37], [0.03, 0.35, -0.23], [-1.39, -0.26, -0.05], [1.89, 0.17, 1.91], [-1.21, 0.42, -1.01], [-0.87, -0.99, 0.50], [-0.71, -0.53, 0.59], [0.44, 0.15, -0.50], [-0.08, -0.09, -0.21], [-0.28, 0.42, 0.18], [-0.02, -0.11, -0.59], [0.29, -0.06, 0.63], [-0.18, -0.09, -0.62], [0.29, -0.62, -0.10], [-0.14, 0.20, 0.02], [0.41, -0.11, -0.47], [-0.19, 0.51, 0.28], [0.79, -0.90, -0.08], [0.38, 0.32, 0.12], [-0.10, 0.72, -0.31], [-0.36, 0.00, -0.25], [-0.31, 0.37, 0.08], [0.40, -0.07, 0.00], [0.45, -1.23, -0.10], [0.45, 0.96, -0.01], [-0.09, 0.72, 0.46], [0.17, 1.21, -0.56], [-1.37, -0.54, 0.32], [0.82, -1.50, -0.94], [-0.20, 0.20, -0.62], [1.05, -0.36, -0.06], [-0.67, 0.08, -0.63], [-0.19, -0.02, 0.11], [-0.06, -0.37, -0.19], [-0.43, -0.24, 0.34], [-0.39, -0.51, -0.23], [0.11, 0.00, 0.46], [0.28, -0.32, -0.10], [0.00, -0.05, 0.24], [0.39, -0.29, 0.21], [-0.47, 0.88, 0.01], [0.34, 1.21, 0.25], [-0.59, -0.02, 0.05], [0.16, -0.22, 0.13], [0.35, 0.22, 0.50], [0.28, 0.07, 0.44], [-0.42, 0.06, -0.12], [0.30, 1.22, 0.70], [-0.53, -0.49, -1.83], [1.20, 0.51, 0.74], [-0.69, -0.69, 0.67], [0.41, 1.48, -0.53], [0.02, 1.99, 0.06], [-2.16, 0.11, 0.90], [0.54, -0.24, -0.37], [0.14, -0.75, -0.44], [0.49, -0.11, 0.41], [0.02, 0.11, 0.12], [-0.21, -0.23, -0.09], [-0.17, -0.31, -0.04], [0.02, -0.28, 0.40], [0.00, 0.25, -0.20], [0.18, -0.85, -0.37], [-0.96, -0.05, -0.07], [0.70, -1.12, -0.71], [-0.08, -0.21, -0.12], [0.50, -0.22, -0.51], [-0.07, -0.48, 0.46], [0.23, 0.07, 0.70], [0.39, -0.04, -0.27], [-0.18, 0.09, 0.34], [-0.17, -0.40, -0.44], [-0.33, -0.34, -0.29], [-1.03, 0.32, 0.51], [0.86, 0.86, -1.23], [0.05, -0.94, 1.29], [-1.13, -1.14, 0.18], [1.96, 1.82, -0.58], [-0.05, -1.31, -2.54], [-0.27, 0.37, 0.63], [-0.22, -0.05, -0.08], [0.30, 0.00, 0.03], [0.28, -0.21, -0.11], [0.27, -0.06, 0.23], [-0.10, 0.16, -0.18], [0.49, -0.38, 0.21], [-0.06, 0.83, 0.52], [-0.14, 0.11, -0.04], [-0.24, 0.18, 0.22], [0.14, 0.22, -0.03], [-0.11, -0.21, 0.99], [-1.04, 0.50, 0.50], [0.18, -0.22, 0.31], [0.30, -0.05, -0.17], [0.12, -0.09, 0.10], [0.99, -0.97, 0.20], [-0.70, 1.03, -0.13], [-0.95, 0.94, 1.07], [0.54, -0.43, -0.79], [0.88, -0.10, 1.24], [-0.28, 0.03, -1.41], [-0.24, 0.79, 0.87], [-0.41, -0.99, -0.63], [0.75, 0.42, -0.20], [-0.19, -0.10, -0.18], [-0.26, 0.48, -0.32], [0.06, -0.22, 0.33], [0.23, -0.31, 0.21], [-0.21, -0.69, -0.46], [-0.19, -0.26, -0.07], [-0.13, 0.22, -0.09], [0.06, 0.01, -0.69], [-0.29, -0.25, 0.08], [0.19, 0.04, 0.29], [0.54, 0.05, 0.24], [0.13, 0.05, 0.10], [0.00, 0.08, 0.18], [-0.38, -0.07, 0.57], [-0.20, 0.25, -0.37], [-0.82, 0.10, -0.67], [0.18, 0.38, 0.34], [0.53, 0.25, -1.31], [-0.72, 0.85, 1.08], [-0.06, 0.26, -0.83], [-0.15, 0.89, 0.72], [-1.70, -0.41, -0.05], [0.76, -0.11, 0.35], [0.53, 1.40, 0.28], [0.00, -0.27, 0.37], [0.15, 0.02, -0.39], [0.27, -0.71, 0.07], [-0.22, -0.02, -0.26], [-0.03, -0.42, 0.21], [0.31, -0.35, 0.19], [0.03, 0.15, 0.03], [0.04, -0.11, 0.24], [0.46, -0.63, -0.38], [0.46, 0.07, 0.50], [-0.06, -0.64, -0.02], [-0.07, 0.35, -0.14], [-0.18, -0.44, 0.03], [-0.24, 0.13, -0.34], [0.35, -0.32, -0.26]]}